Record 1
The following is a DFT calculation (the ωB97M-V functional and the def2-TZVPD basis) of C51H43AsF5Ge2NaPS3 as an isolated structure.

Its HOMO-LUMO gap (alpha / beta) is 5.227 / 6.705 eV. Its highest occupied orbital energy (alpha / beta) is -0.0558 / -0.1103 Eh. The value obtained for the total energy is -10556.52102 hartree. The charge is -2. As for the multiplicity: 2. The relative energy (zero: lowest compared OMol25 entry of this formula, charge and spin) is 9.22 kJ/mol.

Each line ends with the Mulliken charge.
Geometry (Å):
1 Na -1.710 0.690 -0.140  0.5520
2 S 0.104 -0.208 1.737  -0.1705
3 C -0.407 -1.668 2.597  0.4026
4 C -0.084 -1.792 3.956  -0.6160
5 C -0.495 -2.881 4.698  -0.7188
6 C -1.246 -3.889 4.105  -0.8111
7 C -1.563 -3.793 2.758  -0.1973
8 C -1.145 -2.706 2.003  -0.4213
9 As -1.513 -2.507 0.093  0.9632
10 C 0.110 -3.338 -0.598  0.3304
11 C 1.062 -3.969 0.189  0.1429
12 C 2.127 -4.624 -0.409  -0.6182
13 C 2.254 -4.641 -1.790  -0.5882
14 C 1.319 -3.987 -2.579  -0.6677
15 C 0.250 -3.334 -1.983  -0.1032
16 C -2.703 -4.064 -0.139  -0.2849
17 C -2.276 -5.323 -0.548  0.0064
18 C -3.184 -6.364 -0.692  -0.7248
19 C -4.528 -6.161 -0.424  -0.4017
20 C -4.962 -4.908 -0.019  -0.6081
21 C -4.056 -3.867 0.113  -0.6010
22 H 0.486 -0.998 4.421  0.4099
23 H -0.236 -2.940 5.749  0.3646
24 H -1.581 -4.743 4.682  0.3722
25 H -2.138 -4.584 2.288  0.3473
26 H 0.972 -3.954 1.269  0.3116
27 H 2.873 -5.101 0.213  0.3892
28 H 3.097 -5.143 -2.250  0.3089
29 H 1.422 -3.971 -3.656  0.3833
30 H -0.477 -2.815 -2.600  0.2807
31 H -1.227 -5.496 -0.754  0.3517
32 H -2.832 -7.337 -1.015  0.3902
33 H -5.235 -6.974 -0.536  0.3546
34 H -6.011 -4.733 0.184  0.3774
35 H -4.417 -2.888 0.412  0.4168
36 S -4.742 5.555 1.258  -0.5867
37 P -3.497 4.237 0.455  1.1279
38 S -3.116 2.499 1.368  -0.5477
39 C -1.880 5.038 0.102  -0.1461
40 C -1.850 6.264 -0.561  -0.3739
41 C -0.645 6.872 -0.858  -0.6141
42 C 0.552 6.272 -0.486  -0.6461
43 C 0.533 5.062 0.186  0.0564
44 C -0.680 4.450 0.476  -0.3807
45 C -4.050 3.805 -1.240  -0.2287
46 C -3.130 3.309 -2.159  0.3188
47 C -3.540 2.876 -3.408  -0.5434
48 C -4.883 2.938 -3.754  -0.6948
49 C -5.805 3.435 -2.844  -0.5749
50 C -5.390 3.867 -1.594  -0.4527
51 H -2.785 6.739 -0.833  0.3346
52 H -0.636 7.822 -1.381  0.3631
53 H 1.496 6.749 -0.719  0.3903
54 H 1.458 4.583 0.485  0.2606
55 H -0.702 3.508 1.008  0.4533
56 H -2.080 3.238 -1.894  0.2683
57 H -2.812 2.476 -4.103  0.3455
58 H -5.210 2.592 -4.728  0.3976
59 H -6.855 3.483 -3.106  0.3502
60 H -6.100 4.267 -0.879  0.3129
61 C 5.348 0.314 -2.283  -1.4549
62 Ge 3.380 0.474 -2.106  1.0216
63 C 3.023 2.234 -2.901  -0.9821
64 C 2.651 -0.855 -3.359  -1.0762
65 Ge 2.386 0.130 0.093  -0.0047
66 C 3.442 -1.293 0.970  -0.0696
67 C 4.318 -2.121 0.275  0.3869
68 C 5.058 -3.105 0.917  -0.9880
69 C 4.915 -3.303 2.280  -0.4375
70 C 4.027 -2.507 2.990  -0.7972
71 C 3.305 -1.517 2.342  -0.1938
72 C 2.932 1.794 1.089  0.2438
73 C 2.434 2.136 2.348  0.2094
74 C 2.850 3.278 3.017  -0.7612
75 C 3.786 4.126 2.448  -0.4429
76 C 4.300 3.809 1.201  -0.8431
77 C 3.875 2.665 0.542  0.0618
78 H 5.590 0.537 -3.324  0.4983
79 H 5.731 -0.674 -2.045  0.4115
80 H 5.865 1.033 -1.649  0.3745
81 H 3.218 2.141 -3.970  0.4590
82 H 3.691 2.991 -2.496  0.4928
83 H 2.000 2.567 -2.765  -0.0107
84 H 2.819 -0.523 -4.384  0.5482
85 H 1.581 -0.992 -3.210  -0.0408
86 H 3.134 -1.822 -3.219  0.4311
87 H 4.426 -2.018 -0.798  0.2213
88 H 5.735 -3.728 0.343  0.3874
89 H 5.485 -4.074 2.788  0.3388
90 H 3.893 -2.657 4.055  0.4037
91 H 2.615 -0.906 2.910  0.3092
92 H 1.684 1.509 2.810  0.1741
93 H 2.422 3.509 3.985  0.4025
94 H 4.104 5.023 2.966  0.3161
95 H 5.034 4.454 0.731  0.3970
96 H 4.314 2.463 -0.425  -0.1775
97 F -2.820 -1.623 -3.184  -0.4326
98 C -2.049 -0.540 -3.526  -0.1463
99 C -1.488 0.255 -2.565  -0.1319
100 C -0.759 1.301 -3.052  0.9407
101 F -0.212 2.207 -2.169  -0.5043
102 C -0.536 1.572 -4.394  -0.2566
103 F 0.197 2.618 -4.825  -0.4410
104 C -1.104 0.715 -5.326  0.6169
105 F -0.911 0.922 -6.647  -0.4180
106 C -1.878 -0.351 -4.892  0.2535
107 F -2.433 -1.170 -5.815  -0.4022

---

Record 2
The following is a DFT calculation (the ωB97M-V functional and the def2-TZVPD basis) of C51H44F4N5O4RuTe as an isolated structure at a distorted geometry.

Its HOMO-LUMO gap (alpha / beta) is 5.329 / 5.333 eV. Its highest occupied orbital energy (alpha / beta) is -0.0543 / -0.0544 Eh. The value obtained for the total energy is -3306.95098 hartree. The charge is -2. As for the multiplicity: 2. The relative energy (zero: lowest compared OMol25 entry of this formula, charge and spin) is 0.00 kJ/mol.

Each line ends with the Mulliken charge.
Geometry (Å):
1 Ru 0.394 0.241 0.006  -0.0502
2 C 1.849 1.843 1.937  0.3443
3 N 1.639 0.382 1.802  1.7162
4 C 2.939 -0.300 1.819  -0.7331
5 C 0.789 -0.134 2.902  -1.4291
6 C -0.662 0.251 2.709  -0.7598
7 N -1.063 -0.128 1.368  1.3546
8 C -2.422 -0.132 1.111  0.1028
9 C -2.913 -0.758 -0.049  -0.3722
10 F -2.066 -1.403 -0.868  -0.0990
11 C -4.249 -0.809 -0.367  0.0032
12 F -4.615 -1.437 -1.499  -0.3436
13 C -5.214 -0.269 0.451  -0.6936
14 C -4.762 0.304 1.623  0.2624
15 F -5.652 0.828 2.481  -0.3502
16 C -3.424 0.368 1.956  0.4350
17 F -3.144 0.946 3.132  -0.3611
18 H 2.391 2.040 2.866  0.4398
19 H 0.893 2.372 1.941  -0.7810
20 H 2.423 2.191 1.084  -0.4064
21 H 3.493 -0.018 2.721  0.5648
22 H 3.500 -0.007 0.933  -0.2571
23 H 2.795 -1.379 1.814  0.0203
24 H 1.160 0.236 3.864  0.3308
25 H 0.889 -1.219 2.901  0.2472
26 H -0.832 1.325 2.874  0.3611
27 H -1.243 -0.295 3.461  0.5880
28 H -6.260 -0.295 0.192  0.5037
29 C 5.729 -1.258 -2.659  -1.7370
30 C 4.451 -1.924 -3.167  1.4144
31 C 4.760 -2.932 -4.264  -1.8204
32 O 3.507 -0.994 -3.662  -0.2877
33 C 2.572 -0.665 -2.634  -1.6534
34 C 2.881 -1.679 -1.518  0.2681
35 O 3.802 -2.588 -2.102  -0.1423
36 C 1.636 -2.442 -1.005  1.8382
37 O 0.608 -1.544 -0.695  -0.4508
38 C 1.991 -3.315 0.203  -0.3507
39 C 1.228 -3.218 1.359  -0.4359
40 C 1.499 -4.021 2.457  -1.0989
41 C 2.534 -4.939 2.410  -0.8090
42 C 3.279 -5.065 1.244  -0.7987
43 C 3.002 -4.271 0.145  -0.5797
44 C 0.980 -3.366 -2.048  0.2497
45 C -0.043 -4.196 -1.589  -0.6414
46 C -0.759 -5.002 -2.455  -0.8373
47 C -0.471 -4.992 -3.810  -0.6899
48 C 0.529 -4.160 -4.282  -1.4291
49 C 1.244 -3.350 -3.411  0.2277
50 C 2.590 0.830 -2.182  1.2083
51 O 2.142 0.882 -0.875  0.1444
52 C 4.001 1.435 -2.239  -0.0222
53 C 4.649 1.658 -3.454  0.0170
54 C 5.911 2.222 -3.493  -0.8674
55 C 6.557 2.587 -2.318  -0.6059
56 C 5.910 2.400 -1.110  -0.8630
57 C 4.642 1.838 -1.076  0.1360
58 C 1.743 1.699 -3.123  0.2486
59 C 1.321 2.944 -2.662  0.1927
60 C 0.660 3.817 -3.504  -0.7747
61 C 0.394 3.453 -4.818  -0.6468
62 C 0.789 2.210 -5.278  -1.1094
63 C 1.467 1.338 -4.436  -0.1812
64 H 6.197 -0.670 -3.445  0.3173
65 H 6.418 -2.037 -2.332  0.5133
66 H 5.523 -0.598 -1.818  0.2696
67 H 5.282 -2.435 -5.081  0.3964
68 H 3.842 -3.378 -4.643  0.3394
69 H 5.398 -3.720 -3.866  0.3594
70 H 1.569 -0.849 -3.025  1.2174
71 H 3.342 -1.176 -0.663  0.3313
72 H 0.396 -2.526 1.366  1.1976
73 H 0.891 -3.930 3.350  0.4642
74 H 2.750 -5.564 3.266  0.3568
75 H 4.076 -5.797 1.188  0.4111
76 H 3.573 -4.384 -0.764  0.4483
77 H -0.291 -4.193 -0.537  0.2624
78 H -1.556 -5.626 -2.071  0.4018
79 H -1.034 -5.614 -4.494  0.3690
80 H 0.751 -4.122 -5.340  0.4469
81 H 2.002 -2.699 -3.821  0.4672
82 H 4.159 1.388 -4.377  0.4020
83 H 6.392 2.384 -4.450  0.4044
84 H 7.542 3.035 -2.351  0.3803
85 H 6.384 2.705 -0.185  0.4378
86 H 4.126 1.729 -0.133  -0.1536
87 H 1.500 3.215 -1.628  0.0804
88 H 0.314 4.769 -3.124  0.4655
89 H -0.159 4.124 -5.463  0.3988
90 H 0.554 1.905 -6.290  0.3862
91 H 1.775 0.371 -4.812  0.3927
92 N -1.014 1.178 -1.319  -0.3159
93 C -1.672 1.654 -2.148  0.5047
94 C -2.407 2.118 -3.216  0.1567
95 C -2.640 3.484 -3.461  0.0581
96 N -2.869 4.574 -3.761  -0.6491
97 C -2.827 1.187 -4.180  0.0551
98 N -3.185 0.438 -4.984  -0.7092
99 Te -1.399 3.815 1.284  -0.1070
100 C -0.734 5.144 2.803  -0.3213
101 C -0.190 4.687 4.015  0.1075
102 C 0.272 5.555 4.996  -0.6252
103 C 0.204 6.928 4.811  -0.3221
104 C -0.337 7.406 3.622  -0.4646
105 C -0.792 6.535 2.645  -0.4678
106 H -0.139 3.617 4.189  0.2868
107 H 0.686 5.154 5.918  0.3247
108 H 0.566 7.611 5.573  0.3297
109 H -0.402 8.479 3.455  0.3169
110 H -1.203 6.930 1.724  0.3275